# 1
DFT (ωB97M-V with the def2-TZVPD basis set) results for 13 unconnected molecules or ions with the total composition C37H84F18N10O17PS2.

Bonds (Å) are listed after each position.
Atoms and positions in Å:
1 C 0.544 -2.479 -0.083  F2 1.321, F3 1.305, F4 1.266, S5 1.899
2 F 1.821 -2.622 0.225  C1 1.321
3 F 0.516 -2.223 -1.363  C1 1.305
4 F -0.141 -3.507 0.198  C1 1.266
5 S -0.194 -1.068 0.950  C1 1.899, O6 1.435, O7 1.454, N8 1.724, S9 2.554
6 O -1.570 -0.998 0.550  S5 1.435
7 O -0.005 -1.367 2.361  S5 1.454
8 N 0.880 0.211 0.522  S5 1.724, S9 1.542
9 S 0.070 0.998 -0.528  S5 2.554, N8 1.542, O10 1.507, O11 1.473, C12 1.937
10 O -0.117 0.388 -1.892  S9 1.507
11 O -1.131 1.675 -0.010  S9 1.473
12 C 1.179 2.558 -0.824  S9 1.937, F13 1.324, F14 1.328, F15 1.373
13 F 1.459 3.026 0.383  C12 1.324
14 F 2.305 2.186 -1.422  C12 1.328
15 F 0.518 3.511 -1.558  C12 1.373
16 C 1.298 -4.243 8.169  C17 1.496, H23 1.090, H24 1.090, H25 1.090
17 C 0.708 -3.713 6.901  C16 1.496, O18 1.218, N19 1.567
18 O 1.361 -3.351 5.939  C17 1.218
19 N -0.804 -4.090 6.727  C17 1.567, H20 1.010, H21 1.010, C22 1.551
20 H -0.856 -5.042 6.392  N19 1.010
21 H -1.241 -4.205 7.630  N19 1.010
22 C -1.474 -3.139 5.701  N19 1.551, H26 1.090, H27 1.090, H28 1.090
23 H 0.605 -4.750 8.840  C16 1.090
24 H 1.694 -3.392 8.723  C16 1.090
25 H 2.078 -4.910 7.801  C16 1.090
26 H -1.811 -2.244 6.224  C22 1.090
27 H -2.389 -3.660 5.419  C22 1.090
28 H -0.928 -2.801 4.820  C22 1.090
29 C 3.742 5.511 -6.932  C30 1.527, H36 1.090, H37 1.090, H38 1.090
30 C 3.282 5.329 -5.488  C29 1.527, O31 1.250, N32 1.508
31 O 2.319 5.984 -5.032  C30 1.250
32 N 4.017 4.232 -4.759  C30 1.508, H33 1.010, H34 1.010, C35 1.523
33 H 4.187 3.468 -5.396  N32 1.010
34 H 4.907 4.539 -4.392  N32 1.010
35 C 3.211 3.769 -3.553  N32 1.523, H39 1.090, H40 1.090, H41 1.090
36 H 3.137 6.198 -7.523  C29 1.090
37 H 3.735 4.571 -7.485  C29 1.090
38 H 4.727 5.977 -6.939  C29 1.090
39 H 2.859 4.593 -2.931  C35 1.090
40 H 3.956 3.242 -2.957  C35 1.090
41 H 2.400 3.081 -3.793  C35 1.090
42 C 4.468 -2.725 1.926  C43 1.573, H49 1.090, H50 1.090, H51 1.090
43 C 3.636 -1.404 2.113  C42 1.573, O44 1.215, N45 1.529
44 O 2.908 -1.173 3.057  C43 1.215
45 N 3.567 -0.385 0.974  C43 1.529, H46 1.010, H47 1.010, C48 1.492
46 H 3.766 -0.750 0.054  N45 1.010
47 H 2.591 -0.159 0.848  N45 1.010
48 C 4.261 0.902 1.275  N45 1.492, H52 1.090, H53 1.090, H54 1.090
49 H 4.307 -3.321 1.027  C42 1.090
50 H 4.429 -3.235 2.889  C42 1.090
51 H 5.484 -2.332 1.907  C42 1.090
52 H 5.244 0.594 1.631  C48 1.090
53 H 3.596 1.421 1.965  C48 1.090
54 H 4.208 1.365 0.290  C48 1.090
55 C 1.007 0.222 5.470  C56 1.512, H62 1.090, H63 1.090, H64 1.090
56 C 1.399 1.164 4.354  C55 1.512, O57 1.218, N58 1.531
57 O 2.465 1.750 4.304  C56 1.218
58 N 0.329 1.391 3.282  C56 1.531, H59 1.010, H60 1.010, C61 1.553
59 H 0.686 1.045 2.403  N58 1.010
60 H -0.503 0.859 3.494  N58 1.010
61 C -0.099 2.884 3.291  N58 1.553, H65 1.090, H66 1.090, H67 1.090
62 H 0.348 0.757 6.155  C55 1.090
63 H 1.864 0.053 6.122  C55 1.090
64 H 0.570 -0.726 5.155  C55 1.090
65 H -0.772 3.118 4.116  C61 1.090
66 H -0.643 3.208 2.404  C61 1.090
67 H 0.787 3.515 3.360  C61 1.090
68 C -3.960 -0.198 -1.381  C69 1.530, H75 1.090, H76 1.090, H77 1.090
69 C -5.387 0.015 -0.870  C68 1.530, O70 1.265, N71 1.524
70 O -5.665 -0.452 0.272  C69 1.265
71 N -6.312 0.991 -1.585  C69 1.524, H72 1.010, H73 1.010, C74 1.498
72 H -5.751 1.392 -2.324  N71 1.010
73 H -7.062 0.471 -2.018  N71 1.010
74 C -6.807 2.125 -0.741  N71 1.498, H78 1.090, H79 1.090, H80 1.090
75 H -3.536 -1.113 -0.968  C68 1.090
76 H -3.338 0.651 -1.097  C68 1.090
77 H -3.928 -0.178 -2.471  C68 1.090
78 H -5.899 2.507 -0.274  C74 1.090
79 H -7.542 1.772 -0.018  C74 1.090
80 H -7.426 2.810 -1.322  C74 1.090
81 C -0.924 -5.611 -2.419  C82 1.467, H88 1.090, H89 1.090, H90 1.090
82 C 0.021 -5.949 -3.489  C81 1.467, O83 1.254, N84 1.573
83 O 0.989 -5.208 -3.786  C82 1.254
84 N -0.128 -7.362 -4.162  C82 1.573, H85 1.010, H86 1.010, C87 1.595
85 H 0.564 -7.562 -4.870  N84 1.010
86 H 0.029 -8.139 -3.536  N84 1.010
87 C -1.541 -7.495 -4.890  N84 1.595, H91 1.090, H92 1.090, H93 1.090
88 H -0.899 -4.538 -2.226  C81 1.090
89 H -0.483 -6.036 -1.517  C81 1.090
90 H -1.976 -5.848 -2.581  C81 1.090
91 H -1.594 -8.564 -5.094  C87 1.090
92 H -1.436 -6.976 -5.842  C87 1.090
93 H -2.387 -7.156 -4.292  C87 1.090
94 C -2.400 6.639 0.024  C95 1.492, H101 1.090, H102 1.090, H103 1.090
95 C -1.051 6.048 0.256  C94 1.492, O96 1.227, N97 1.477
96 O -0.856 4.847 0.419  C95 1.227
97 N -0.016 7.088 0.420  C95 1.477, H98 1.010, H99 1.010, C100 1.506
98 H -0.356 7.963 0.047  N97 1.010
99 H 0.192 7.209 1.401  N97 1.010
100 C 1.266 6.629 -0.223  N97 1.506, H104 1.090, H105 1.090, H106 1.090
101 H -2.366 7.182 -0.921  C94 1.090
102 H -2.662 7.433 0.724  C94 1.090
103 H -3.144 5.843 0.021  C94 1.090
104 H 1.851 7.515 0.023  C100 1.090
105 H 1.060 6.547 -1.291  C100 1.090
106 H 1.687 5.694 0.147  C100 1.090
107 C 1.794 -0.035 -5.889  C108 1.509, H114 1.090, H115 1.090, H116 1.090
108 C 1.855 -1.172 -4.899  C107 1.509, O109 1.201, N110 1.499
109 O 0.905 -1.582 -4.288  C108 1.201
110 N 3.225 -1.627 -4.491  C108 1.499, H111 1.010, H112 1.010, C113 1.600
111 H 3.749 -1.547 -5.351  N110 1.010
112 H 3.657 -0.966 -3.862  N110 1.010
113 C 3.301 -3.117 -3.915  N110 1.600, H117 1.090, H118 1.090, H119 1.090
114 H 2.107 0.812 -5.278  C107 1.090
115 H 0.840 0.292 -6.302  C107 1.090
116 H 2.585 -0.039 -6.640  C107 1.090
117 H 2.746 -3.195 -2.980  C113 1.090
118 H 4.334 -3.412 -3.731  C113 1.090
119 H 2.864 -3.701 -4.724  C113 1.090
120 C -1.256 3.923 -5.259  C121 1.493, H127 1.090, H128 1.090, H129 1.090
121 C -1.096 2.517 -4.782  C120 1.493, O122 1.210, N123 1.484
122 O -0.039 2.074 -4.393  C121 1.210
123 N -2.211 1.599 -5.123  C121 1.484, H124 1.010, H125 1.010, C126 1.544
124 H -3.090 1.922 -4.745  N123 1.010
125 H -2.388 1.738 -6.108  N123 1.010
126 C -1.896 0.127 -4.781  N123 1.544, H130 1.090, H131 1.090, H132 1.090
127 H -1.579 4.607 -4.474  C120 1.090
128 H -1.862 3.970 -6.163  C120 1.090
129 H -0.321 4.375 -5.591  C120 1.090
130 H -2.655 -0.456 -5.304  C126 1.090
131 H -1.873 -0.050 -3.706  C126 1.090
132 H -0.991 -0.131 -5.331  C126 1.090
133 C -1.347 -6.921 4.511  O134 1.463, O135 1.434, C136 1.590, H147 1.090
134 O -0.409 -5.868 4.126  C133 1.463, C140 1.424
135 O -1.545 -6.766 5.923  C133 1.434
136 C -2.635 -7.010 3.582  C133 1.590, F137 1.376, F138 1.316, F139 1.324
137 F -3.430 -8.101 3.852  C136 1.376
138 F -3.427 -5.985 3.812  C136 1.316
139 F -2.360 -7.108 2.291  C136 1.324
140 C 0.125 -5.755 2.810  O134 1.424, C141 1.549, H145 1.090, H146 1.090
141 C 1.452 -4.955 2.817  C140 1.549, H142 1.090, H143 1.090, H144 1.090
142 H 2.184 -5.327 3.534  C141 1.090
143 H 1.892 -4.880 1.822  C141 1.090
144 H 1.133 -3.936 3.035  C141 1.090
145 H -0.539 -5.229 2.124  C140 1.090
146 H 0.351 -6.742 2.407  C140 1.090
147 H -0.911 -7.899 4.307  C133 1.090
148 C -3.173 0.419 3.688  O149 1.433, O150 1.450, C151 1.602, H162 1.090
149 O -3.161 1.820 3.390  C148 1.433, C155 1.430
150 O -2.079 0.326 4.635  C148 1.450
151 C -4.640 -0.167 3.950  C148 1.602, F152 1.336, F153 1.345, F154 1.333
152 F -5.311 0.750 4.653  C151 1.336
153 F -5.415 -0.376 2.871  C151 1.345
154 F -4.552 -1.331 4.593  C151 1.333
155 C -3.873 2.111 2.184  O149 1.430, C156 1.523, H160 1.090, H161 1.090
156 C -3.909 3.634 2.161  C155 1.523, H157 1.090, H158 1.090, H159 1.090
157 H -4.586 4.007 2.929  C156 1.090
158 H -2.953 4.118 2.362  C156 1.090
159 H -4.372 4.002 1.245  C156 1.090
160 H -4.905 1.826 2.386  C155 1.090
161 H -3.307 1.818 1.300  C155 1.090
162 H -2.919 -0.142 2.789  C148 1.090
163 P 4.887 4.606 0.152  F164 1.661, F165 1.594, F166 1.636, F167 1.605, F168 1.681, F169 1.663
164 F 6.108 5.041 -0.887  P163 1.661
165 F 3.799 5.210 -0.844  P163 1.594
166 F 4.737 3.198 -0.666  P163 1.636
167 F 3.660 4.276 1.132  P163 1.605
168 F 6.045 4.048 1.234  P163 1.681
169 F 5.095 6.092 0.870  P163 1.663

Values from the calculation:
Gap between HOMO and LUMO (eV): 3.7
E_HOMO (eV): -16.75
Net charge: +6
Energy above the lowest of the compared OMol25 structures with the same formula, charge and spin (kcal/mol): 20.5
Spin multiplicity: 2

# 2
DFT (ωB97M-V with the def2-TZVPD basis set) results for 6 unconnected molecules or ions with the total composition C37H86B2FIN6O8P.

Bonds (Å) are listed after each position.
Atoms and positions in Å:
1 C -2.213 -3.134 -0.296  C2 1.184, H27 1.069
2 C -2.909 -2.273 -0.717  C1 1.184, C3 1.460
3 C -3.733 -1.145 -1.142  C2 1.460, C4 1.530, N22 1.475, H28 1.093
4 C -3.536 0.186 -0.415  C3 1.530, C5 1.508, C9 1.559, H29 1.094
5 C -2.110 0.557 -0.092  C4 1.508, C6 1.554, H30 1.088, H31 1.088
6 C -1.235 0.765 -1.359  C5 1.554, C7 1.521, F8 1.400, H32 1.090
7 C -0.233 -0.342 -1.644  C6 1.521, H33 1.088, H34 1.089, H35 1.087
8 F -2.044 0.995 -2.479  C6 1.400
9 C -4.615 0.111 0.706  C4 1.559, C10 1.541, B14 1.630, C17 1.517
10 C -5.174 1.459 1.201  C9 1.541, B11 1.584, H36 1.089, H37 1.088
11 B -4.134 2.459 1.854  C10 1.584, O12 1.363, O13 1.390
12 O -4.176 3.757 1.442  B11 1.363, H38 0.967
13 O -3.244 2.094 2.857  B11 1.390, H39 0.964
14 B -4.290 -0.922 1.924  C9 1.630, C15 1.560, O16 1.389
15 C -2.947 -1.021 2.712  B14 1.560, H40 1.096, H41 1.083, H42 1.089
16 O -5.304 -1.809 2.265  B14 1.389, H43 0.964
17 C -5.684 -0.643 -0.064  C9 1.517, P18 1.873, N22 1.301
18 P -7.546 -0.694 0.128  C17 1.873, C19 1.829, C20 1.856
19 C -7.991 -0.166 1.822  P18 1.829, H44 1.087, H45 1.083, H46 1.091
20 C -8.048 0.771 -0.895  P18 1.856, C21 1.535, H47 1.086, H48 1.088
21 C -8.430 0.382 -2.329  C20 1.535, H49 1.088, H50 1.087, H51 1.090
22 N -5.186 -1.368 -1.023  C3 1.475, C17 1.301, C23 1.483
23 C -5.937 -2.320 -1.877  N22 1.483, I24 2.155, C25 1.535, H52 1.081
24 I -4.867 -2.755 -3.696  C23 2.155
25 C -6.155 -3.615 -1.083  C23 1.535, C26 1.534, H53 1.088, H54 1.091
26 C -6.648 -4.815 -1.901  C25 1.534, H55 1.086, H56 1.089, H57 1.087
27 H -1.507 -3.881 -0.003  C1 1.069
28 H -3.443 -0.956 -2.179  C3 1.093
29 H -3.942 0.934 -1.103  C4 1.094
30 H -1.621 -0.216 0.497  C5 1.088
31 H -2.062 1.477 0.487  C5 1.088
32 H -0.664 1.681 -1.201  C6 1.090
33 H 0.110 -0.785 -0.712  C7 1.088
34 H 0.648 0.116 -2.094  C7 1.089
35 H -0.612 -1.091 -2.335  C7 1.087
36 H -5.898 1.253 1.989  C10 1.089
37 H -5.663 1.992 0.388  C10 1.088
38 H -3.712 4.302 2.092  O12 0.967
39 H -2.370 1.896 2.500  O13 0.964
40 H -2.441 -1.934 2.377  C15 1.096
41 H -2.246 -0.209 2.562  C15 1.083
42 H -3.120 -1.151 3.779  C15 1.089
43 H -5.101 -2.726 2.049  O16 0.964
44 H -7.838 0.899 1.976  C19 1.087
45 H -7.520 -0.768 2.589  C19 1.083
46 H -9.066 -0.336 1.881  C19 1.091
47 H -7.233 1.488 -0.925  C20 1.086
48 H -8.887 1.227 -0.373  C20 1.088
49 H -8.802 -0.637 -2.403  C21 1.088
50 H -9.198 1.045 -2.720  C21 1.087
51 H -7.568 0.499 -2.985  C21 1.090
52 H -6.863 -1.868 -2.206  C23 1.081
53 H -6.876 -3.419 -0.293  C25 1.088
54 H -5.188 -3.872 -0.649  C25 1.091
55 H -5.817 -5.415 -2.260  C26 1.086
56 H -7.250 -5.460 -1.263  C26 1.089
57 H -7.271 -4.520 -2.742  C26 1.087
58 C 5.540 0.043 1.169  C59 1.525, H64 1.091, H65 1.091, H66 1.092
59 C 4.809 -0.958 0.281  C58 1.525, C60 1.533, N63 1.466, H67 1.093
60 C 3.319 -0.647 0.093  C59 1.533, O61 1.417, H68 1.094, H69 1.100
61 O 2.486 -0.948 1.199  C60 1.417, C62 1.416
62 C 2.502 0.008 2.244  O61 1.416, H70 1.094, H71 1.092, H72 1.091
63 N 5.034 -2.313 0.796  C59 1.466, H73 1.016, H74 1.016
64 H 5.360 -0.134 2.230  C58 1.091
65 H 6.617 -0.038 1.017  C58 1.091
66 H 5.250 1.069 0.932  C58 1.092
67 H 5.265 -0.904 -0.711  C59 1.093
68 H 2.943 -1.273 -0.722  C60 1.094
69 H 3.174 0.398 -0.213  C60 1.100
70 H 2.604 1.026 1.855  C62 1.094
71 H 3.302 -0.191 2.959  C62 1.092
72 H 1.551 -0.068 2.773  C62 1.091
73 H 4.659 -2.992 0.140  N63 1.016
74 H 4.466 -2.428 1.631  N63 1.016
75 C 7.881 3.079 -3.587  C76 1.526, H81 1.089, H82 1.089, H83 1.092
76 C 7.592 1.877 -2.693  C75 1.526, C77 1.535, N80 1.463, H84 1.095
77 C 6.172 1.852 -2.111  C76 1.535, O78 1.418, H85 1.092, H86 1.100
78 O 5.945 2.764 -1.049  C77 1.418, C79 1.416
79 C 5.708 4.102 -1.445  O78 1.416, H87 1.094, H88 1.092, H89 1.090
80 N 8.606 1.801 -1.641  C76 1.463, H90 1.016, H91 1.016
81 H 8.082 3.980 -3.008  C75 1.089
82 H 8.767 2.887 -4.191  C75 1.089
83 H 7.049 3.284 -4.265  C75 1.092
84 H 7.689 0.981 -3.315  C76 1.095
85 H 6.009 0.862 -1.680  C77 1.092
86 H 5.414 1.986 -2.896  C77 1.100
87 H 5.142 4.150 -2.381  C79 1.094
88 H 6.640 4.660 -1.552  C79 1.092
89 H 5.123 4.578 -0.658  C79 1.090
90 H 8.490 0.938 -1.118  N80 1.016
91 H 8.396 2.522 -0.956  N80 1.016
92 C -0.980 4.395 4.438  C93 1.525, H98 1.089, H99 1.091, H100 1.091
93 C -0.830 3.045 5.131  C92 1.525, C94 1.533, N97 1.471, H101 1.094
94 C -0.279 3.136 6.560  C93 1.533, O95 1.411, H102 1.093, H103 1.098
95 O 1.104 3.401 6.650  C94 1.411, C96 1.416
96 C 1.482 4.757 6.492  O95 1.416, H104 1.094, H105 1.093, H106 1.089
97 N -0.027 2.158 4.277  C93 1.471, H107 1.017, H108 1.017
98 H -0.032 4.783 4.069  C92 1.089
99 H -1.638 4.293 3.574  C92 1.091
100 H -1.417 5.140 5.106  C92 1.091
101 H -1.829 2.605 5.208  C93 1.094
102 H -0.415 2.161 7.034  C94 1.093
103 H -0.848 3.863 7.154  C94 1.098
104 H 0.739 5.432 6.927  C96 1.094
105 H 1.637 5.013 5.441  C96 1.093
106 H 2.427 4.895 7.014  C96 1.089
107 H -0.027 1.225 4.681  N97 1.017
108 H 0.943 2.459 4.344  N97 1.017
109 C -5.259 -6.987 -8.275  C110 1.525, H115 1.090, H116 1.089, H117 1.091
110 C -4.461 -5.890 -7.576  C109 1.525, C111 1.535, N114 1.467, H118 1.094
111 C -3.511 -6.397 -6.483  C110 1.535, O112 1.416, H119 1.094, H120 1.098
112 O -4.137 -6.777 -5.271  C111 1.416, C113 1.417
113 C -4.727 -8.065 -5.269  O112 1.417, H121 1.093, H122 1.092, H123 1.090
114 N -5.391 -4.879 -7.063  C110 1.467, H124 1.016, H125 1.017
115 H -6.101 -7.327 -7.674  C109 1.090
116 H -5.668 -6.610 -9.211  C109 1.089
117 H -4.631 -7.849 -8.506  C109 1.091
118 H -3.833 -5.412 -8.334  C110 1.094
119 H -2.843 -5.575 -6.211  C111 1.094
120 H -2.879 -7.214 -6.855  C111 1.098
121 H -4.142 -8.773 -5.863  C113 1.093
122 H -5.754 -8.038 -5.640  C113 1.092
123 H -4.751 -8.413 -4.237  C113 1.090
124 H -4.857 -4.090 -6.709  N114 1.016
125 H -5.843 -5.271 -6.240  N114 1.017
126 C 8.253 3.544 1.884  C127 1.526, H132 1.090, H133 1.092, H134 1.092
127 C 8.546 2.178 2.498  C126 1.526, C128 1.534, N131 1.466, H135 1.095
128 C 9.132 2.234 3.915  C127 1.534, O129 1.412, H136 1.093, H137 1.099
129 O 10.490 2.613 3.988  C128 1.412, C130 1.415
130 C 10.744 4.002 3.895  O129 1.415, H138 1.094, H139 1.092, H140 1.089
131 N 9.397 1.419 1.575  C127 1.466, H141 1.016, H142 1.017
132 H 9.155 4.027 1.509  C126 1.090
133 H 7.572 3.430 1.038  C126 1.092
134 H 7.781 4.213 2.607  C126 1.092
135 H 7.591 1.649 2.579  C127 1.095
136 H 9.094 1.226 4.334  C128 1.093
137 H 8.523 2.876 4.567  C128 1.099
138 H 9.958 4.586 4.383  C130 1.094
139 H 10.847 4.323 2.856  C130 1.092
140 H 11.689 4.195 4.401  C130 1.089
141 H 9.489 0.465 1.914  N131 1.016
142 H 10.339 1.796 1.634  N131 1.017

Values from the calculation:
Gap between HOMO and LUMO (eV): 6.9
E_HOMO (eV): -10.15
Net charge: +1
Spin multiplicity: 1

no.,E (eV)
1,-169244.146
2,-86537.605